Entry 1:
# C27H25N3O4Sr

A molecular structure, C27H25N3O4Sr (ωB97M-V with the def2-TZVPD basis set, the OMol25 dataset).

XYZ file:
```
60
Properties=species:S:1:pos:R:3:forces:R:3:nbo_charge:R:1
Sr 0.1964 0.1799 -0.0440 -0.1 -0.2 -0.1 1.84
O 0.6332 -0.0484 2.4734 0.0 0.0 0.0 -0.79
C 1.9890 -0.0291 2.9996 0.0 0.0 0.0 0.07
C 2.9792 -0.1387 1.7791 -0.2 0.0 0.0 0.78
O 4.1652 -0.1532 2.0532 0.1 -0.1 0.0 -0.66
O 2.4208 -0.2056 0.6355 0.2 0.1 0.1 -0.90
C 2.1235 -1.2533 3.8918 0.0 0.0 0.0 0.04
C 2.3799 -2.4947 3.3145 0.0 0.0 0.0 -0.22
C 2.3984 -3.6415 4.0894 0.0 0.0 0.0 -0.20
C 2.1574 -3.5646 5.4560 0.0 0.0 0.0 -0.21
C 1.8978 -2.3342 6.0384 0.0 0.0 0.0 -0.22
C 1.8806 -1.1833 5.2586 0.0 0.0 0.0 -0.24
C 2.2405 1.2856 3.7212 0.0 0.0 0.0 -0.06
C 1.2960 2.3045 3.7217 0.0 0.0 0.0 -0.17
C 1.5502 3.5074 4.3737 0.0 0.0 0.0 -0.23
C 2.7525 3.7027 5.0305 0.0 0.0 0.0 -0.22
C 3.7031 2.6874 5.0292 0.0 0.0 0.0 -0.21
C 3.4517 1.4903 4.3821 0.0 0.0 0.0 -0.19
H 0.0442 -0.2691 3.2044 0.0 0.0 0.0 0.49
H 2.5754 -2.5602 2.2508 0.0 0.0 0.0 0.23
H 2.6066 -4.5982 3.6282 0.0 0.0 0.0 0.21
H 2.1772 -4.4603 6.0634 0.0 0.0 0.0 0.21
H 1.7134 -2.2636 7.1028 0.0 0.0 0.0 0.21
H 1.6892 -0.2252 5.7261 0.0 0.0 0.0 0.22
H 0.3552 2.1714 3.2053 0.0 0.0 0.0 0.21
H 0.8023 4.2904 4.3632 0.0 0.0 0.0 0.21
H 2.9519 4.6379 5.5377 0.0 0.0 0.0 0.21
H 4.6496 2.8316 5.5344 0.0 0.0 0.0 0.21
H 4.1986 0.7091 4.3673 0.0 0.0 0.0 0.25
C 0.0280 0.2642 -4.9266 0.0 0.0 0.0 -0.28
C -0.8096 -0.7733 -5.3078 0.0 0.0 0.0 -0.15
C -1.3906 -1.5671 -4.3411 0.0 0.0 0.0 -0.24
C -1.1371 -1.3338 -2.9847 0.0 0.0 0.1 0.20
N -0.3277 -0.3187 -2.6296 0.1 0.0 0.0 -0.54
C 0.2289 0.4432 -3.5741 0.0 0.0 0.0 0.05
C -1.7338 -2.1738 -1.8958 0.1 0.0 -0.1 -0.06
C -2.4724 -3.3111 -2.2428 0.0 0.0 0.0 -0.22
C -3.0397 -4.1082 -1.2637 0.0 0.0 0.0 -0.24
C -2.8645 -3.7758 0.0721 0.0 0.0 0.0 -0.20
C -2.1220 -2.6470 0.4004 0.0 0.0 -0.1 -0.27
C -1.5284 -1.8004 -0.5509 0.0 0.1 0.1 -0.55
H 0.5081 0.9087 -5.6486 0.0 0.0 0.0 0.22
H -1.0083 -0.9623 -6.3553 0.0 0.0 0.0 0.22
H -2.0447 -2.3685 -4.6457 0.0 0.0 0.0 0.22
H 0.8774 1.2420 -3.2254 0.0 0.0 0.0 0.19
H -2.6126 -3.6065 -3.2748 0.0 0.0 0.0 0.19
H -3.6083 -4.9865 -1.5429 0.0 0.0 0.0 0.21
H -3.2988 -4.3964 0.8479 0.0 0.0 0.0 0.20
H -2.0009 -2.4218 1.4587 0.0 0.0 0.0 0.19
C -5.0371 2.9654 -0.3319 0.0 0.0 0.0 -0.43
N -3.6106 2.9193 -0.1007 0.0 0.0 0.0 -0.61
C -2.8606 1.7921 -0.0844 0.0 0.1 0.0 0.80
N -3.4765 0.6269 -0.3418 0.0 0.0 0.0 -0.84
O -1.6413 1.8602 0.1736 0.0 0.0 0.0 -0.80
H -5.3687 3.9961 -0.2410 0.0 0.0 0.0 0.22
H -5.5858 2.3702 0.4020 0.0 0.0 0.0 0.20
H -5.2964 2.6195 -1.3355 0.0 0.0 0.0 0.20
H -3.1123 3.7588 0.1340 0.0 0.0 0.0 0.41
H -4.4391 0.5858 -0.6202 0.0 0.0 0.0 0.40
H -2.9000 -0.2162 -0.3934 0.0 0.0 0.0 0.44
```
Forces are in eV/Å.

Its multiplicity is 1. The calculated total energy is -1539.95474 hartree. Its charge is 0. The calculation puts the energy above the lowest of the compared OMol25 structures with the same formula, charge and spin at 0.0 kJ/mol.

Entry 2:
# C7H10O3

A single C7H10O3 molecule (ωB97M-V with the def2-TZVPD basis set, the OMol25 dataset).

XYZ file:
```
20
Properties=species:S:1:pos:R:3:forces:R:3:nbo_charge:R:1
O 2.7677 0.2004 1.0975 -1.4 -0.3 -1.1 -0.53
C 1.9504 -0.0824 0.2534 2.5 -0.3 0.0 0.79
O 2.3682 0.0961 -1.1158 -0.8 -0.2 1.6 -0.72
C 0.6229 -0.7311 0.5551 0.0 0.1 0.0 -0.36
C -0.5066 -1.0323 -0.4713 -0.1 -0.2 -0.2 -0.22
C -1.4640 -0.9248 0.7458 -0.2 -0.2 0.2 -0.39
C -0.4692 0.1713 1.1943 -0.2 -0.2 0.2 -0.20
C -0.6334 1.2408 0.1059 0.5 -0.3 -0.1 0.09
O 0.5457 2.0289 0.0580 1.4 -0.1 -1.8 -0.73
C -0.7939 0.3221 -1.1380 0.0 0.1 -0.2 -0.44
H 1.7567 -0.3639 -1.7040 -0.1 0.0 0.0 0.48
H 0.8264 -1.6026 1.1916 0.0 0.3 -0.2 0.25
H -0.4732 -1.9245 -1.1067 0.0 0.2 0.2 0.22
H -2.5012 -0.6178 0.5524 0.3 -0.1 0.0 0.21
H -1.4400 -1.8068 1.3969 0.0 0.2 -0.2 0.22
H -0.3975 0.5180 2.2308 0.1 -0.1 -0.3 0.23
H -1.5155 1.8690 0.2924 0.4 0.1 -0.1 0.19
H 1.2384 1.6744 -0.6336 -2.3 1.1 1.8 0.49
H -1.7986 0.3618 -1.5781 0.2 -0.1 0.1 0.22
H -0.0832 0.6032 -1.9268 -0.2 0.0 0.1 0.20
```
Forces are in eV/Å.

Its multiplicity is 1. The calculated total energy is -498.41222 hartree. Its charge is 0. The structure (SMILES) is O=C(O)[C@@H]1[C@H]2C[C@@H]1[C@@H](O)C2. The calculation puts the energy above the lowest of the compared OMol25 structures with the same formula, charge and spin at 80.0 kJ/mol.

Entry 3:
# C8H18N6O8

6 unconnected molecules or ions with the total composition C8H18N6O8 (ωB97M-V with the def2-TZVPD basis set, the OMol25 dataset).

XYZ file:
```
40
Properties=species:S:1:pos:R:3:forces:R:3:nbo_charge:R:1
C -5.0423 -1.9502 1.6292 -0.8 -0.7 0.8 -0.50
N -4.0250 -1.1733 0.9038 -0.7 0.7 0.0 0.53
O -4.1067 -1.2129 -0.3114 0.7 0.1 0.2 -0.38
O -3.2651 -0.4787 1.5626 -0.3 -0.6 -0.5 -0.37
H -5.8743 -1.3268 1.9567 0.4 0.6 -0.1 0.25
H -4.6064 -2.3682 2.5366 0.1 -0.1 -0.3 0.24
H -5.5163 -2.6788 0.9715 0.6 -0.1 0.0 0.24
C -1.2197 0.0437 -0.7385 -0.4 0.6 0.3 -0.49
N 0.1142 0.6643 -0.9593 1.0 0.3 0.0 0.54
O 0.5444 1.5310 -0.2054 -0.9 -0.6 -0.1 -0.40
O 0.7528 0.2754 -1.9165 -0.1 -0.3 -0.2 -0.39
H -1.7643 0.1473 -1.6770 0.0 0.2 0.2 0.25
H -1.6843 0.5720 0.0941 0.0 -0.2 -0.3 0.25
H -1.1468 -1.0224 -0.5237 0.4 0.2 0.1 0.24
C 4.3998 0.7939 -1.5669 -0.7 1.8 -0.6 -0.49
N 5.2915 1.3442 -2.6688 0.8 -1.5 -0.8 0.52
O 4.8496 1.5896 -3.8037 0.5 -0.2 2.4 -0.37
O 6.4721 1.3587 -2.3393 -0.7 0.6 -0.7 -0.38
H 4.5571 1.4979 -0.7497 0.0 -0.2 0.1 0.23
H 4.6699 -0.2069 -1.2299 0.1 0.1 -0.6 0.24
H 3.3916 0.9576 -1.9476 -0.1 -0.7 0.2 0.24
C 2.1068 0.2807 2.1259 -1.4 0.0 0.2 -0.49
N 0.9591 -0.0044 3.0937 0.4 1.2 0.8 0.53
O 1.0646 0.4722 4.2109 0.3 -0.2 -0.3 -0.38
O -0.0366 -0.5735 2.7104 0.1 -0.4 -0.7 -0.39
H 1.8764 -0.3858 1.2948 0.9 -0.1 0.1 0.23
H 3.0484 0.2618 2.6747 -0.2 -0.5 -0.3 0.24
H 1.9245 1.2981 1.7797 0.0 0.0 0.1 0.25
C -1.2693 2.9389 2.0862 -0.4 0.3 -1.1 -0.71
C -1.8239 3.5467 0.8326 -0.7 1.4 -3.2 0.29
N -2.1805 4.0374 -0.1908 1.2 -2.0 4.0 -0.34
H -1.8194 3.3440 2.9355 0.3 -0.1 0.0 0.26
H -0.1987 3.1403 2.1237 -0.1 0.3 0.2 0.25
H -1.3601 1.8538 2.0372 -0.3 0.0 0.1 0.26
C -0.1447 -2.6597 -2.8412 0.6 -1.0 1.1 -0.71
C 0.6656 -3.8910 -2.7752 0.8 -0.7 -1.2 0.28
N 1.3232 -4.8428 -2.7812 -0.7 0.9 0.2 -0.33
H 0.2026 -1.9094 -3.5516 -0.1 -0.4 -0.1 0.27
H 0.0525 -2.2870 -1.8361 -0.6 0.6 -0.1 0.24
H -1.1820 -2.9777 -2.9463 0.0 0.5 -0.1 0.25
```
Forces are in eV/Å.

Its multiplicity is 1. The calculated total energy is -1245.64993 hartree. Its charge is 0. The structure (SMILES) is C[N+](=O)[O-].C[N+](=O)[O-].C[N+](=O)[O-].C[N+](=O)[O-].CC#N.CC#N.

Entry 4:
# C52H59BFeN6P2S5

A molecular structure, C52H59BFeN6P2S5 (ωB97M-V with the def2-TZVPD basis set, the OMol25 dataset).

XYZ file:
```
126
Properties=species:S:1:pos:R:3:forces:R:3:lowdin_charge:R:1
Fe 1.6618 2.0141 0.8179 0.2 0.4 -0.1 -0.04
C -0.8921 -1.0762 4.3023 0.0 0.0 0.0 -0.05
C -1.4950 -0.4846 3.0685 -0.1 -0.1 0.0 -0.24
C -2.7344 -0.8165 2.6336 0.0 0.1 0.0 0.07
C -3.2845 -0.1901 1.4843 -0.1 0.0 0.1 -0.20
N -2.5745 0.6105 0.7454 0.0 0.1 0.0 0.19
N -1.3057 0.8690 1.1142 0.2 0.0 0.1 0.02
B -0.4942 1.8593 0.2203 -0.1 0.0 -0.1 -0.64
N -0.9971 3.3184 0.4520 0.0 0.1 -0.1 0.00
N -2.1531 3.4462 -0.2353 0.1 0.0 0.0 0.19
C -2.8058 4.5627 -0.1864 0.0 0.1 0.1 -0.20
C -2.3569 5.6247 0.6466 0.0 0.0 0.0 0.07
C -1.1802 5.5245 1.3110 0.0 0.0 0.0 -0.24
C -0.6450 6.6308 2.1602 0.0 0.0 0.0 -0.06
C -0.4183 4.3137 1.1468 0.0 0.1 0.1 -0.61
S 1.1508 4.2170 1.7829 0.0 -0.1 -0.1 0.72
C -4.0517 4.6908 -1.0442 0.0 0.0 -0.1 -0.54
C -3.9253 5.9588 -1.9016 0.0 0.0 0.0 -0.04
C -4.1961 3.4817 -1.9672 0.0 -0.1 0.0 -0.05
C -5.2786 4.7990 -0.1309 0.0 0.0 0.0 -0.03
N -0.5366 1.5720 -1.3062 0.1 -0.1 0.1 -0.06
N -1.3749 0.6422 -1.7636 0.1 -0.1 0.0 0.19
C -1.3951 0.3893 -3.0428 0.0 0.0 0.0 -0.19
C -0.5952 1.1288 -3.9463 0.0 0.0 0.0 0.08
C 0.2672 2.0731 -3.4866 0.0 0.0 0.0 -0.23
C 1.1567 2.8727 -4.3805 0.0 0.0 0.0 -0.05
C 0.3382 2.2407 -2.0758 0.0 0.1 0.0 -0.61
S 1.5113 3.2293 -1.3305 0.0 -0.2 0.0 0.77
C -2.3553 -0.6941 -3.5110 0.0 0.0 0.0 -0.53
C -2.5627 -1.7085 -2.3876 -0.1 0.0 0.0 -0.04
C -1.8000 -1.4270 -4.7362 0.0 0.0 0.0 -0.04
C -3.6824 -0.0158 -3.8798 0.0 0.0 0.0 -0.02
C -0.7736 0.4606 2.2765 0.1 0.0 0.1 -0.57
S 0.6926 1.1180 2.8365 0.0 -0.2 0.0 0.75
C -4.7420 -0.4268 1.1216 0.0 0.0 -0.1 -0.54
C -5.6235 -0.0412 2.3177 0.0 0.0 0.0 -0.04
C -4.9430 -1.9151 0.7998 0.0 0.0 0.0 -0.03
C -5.1433 0.4243 -0.0784 0.0 0.0 0.1 -0.05
H -1.6632 -1.5276 4.9236 0.0 0.0 0.0 0.09
H -0.3570 -0.3281 4.8842 0.0 0.0 0.0 0.06
H -0.1731 -1.8484 4.0142 0.0 0.0 0.0 0.07
H -3.3301 -1.5290 3.1887 0.0 0.0 0.0 0.13
H -2.9494 6.5262 0.7322 0.0 0.0 0.0 0.13
H -1.3595 7.4494 2.2141 0.0 0.0 0.0 0.09
H 0.2953 7.0030 1.7512 0.0 0.0 0.0 0.09
H -0.4299 6.2735 3.1679 0.0 0.0 0.0 0.09
H -3.0443 5.9086 -2.5439 0.0 0.0 0.0 0.09
H -3.8561 6.8630 -1.2960 0.0 0.0 0.0 0.08
H -4.8050 6.0564 -2.5388 0.0 0.0 0.0 0.09
H -3.3439 3.4011 -2.6451 0.0 0.0 0.0 0.08
H -5.1030 3.5907 -2.5635 0.0 0.0 0.0 0.10
H -4.2529 2.5509 -1.4038 0.0 0.1 -0.1 0.05
H -5.2337 5.6810 0.5103 0.0 0.0 0.0 0.08
H -5.3711 3.9168 0.5052 0.0 0.0 0.0 0.08
H -6.1825 4.8768 -0.7364 0.0 0.0 0.0 0.09
H -0.6550 0.9281 -5.0069 0.0 0.0 0.0 0.13
H 0.9978 2.6043 -5.4227 0.0 0.0 0.0 0.09
H 2.2036 2.7095 -4.1207 0.0 0.0 0.0 0.08
H 0.9652 3.9397 -4.2551 0.0 0.0 0.0 0.09
H -1.6396 -2.2538 -2.1865 0.1 0.0 0.0 0.08
H -3.3319 -2.4265 -2.6787 0.0 0.0 0.0 0.10
H -2.8658 -1.2151 -1.4670 0.0 0.0 0.0 0.05
H -0.8045 -1.8308 -4.5404 0.0 0.0 0.0 0.09
H -1.7555 -0.7921 -5.6219 0.0 0.0 0.0 0.08
H -2.4575 -2.2636 -4.9764 0.0 0.0 0.0 0.09
H -4.0662 0.5760 -3.0486 0.0 0.0 0.0 0.06
H -4.4271 -0.7666 -4.1478 0.0 0.0 0.0 0.09
H -3.5537 0.6519 -4.7351 0.0 0.0 0.0 0.09
H -5.4244 -0.6528 3.1984 0.0 0.0 0.0 0.08
H -6.6724 -0.1809 2.0536 0.0 0.0 0.0 0.09
H -5.4792 1.0064 2.5887 0.0 0.0 0.0 0.09
H -4.7258 -2.5506 1.6602 0.0 0.0 0.0 0.08
H -4.3083 -2.2308 -0.0275 0.0 0.0 0.0 0.07
H -5.9823 -2.0892 0.5177 0.0 0.0 0.0 0.09
H -5.0235 1.4856 0.1439 0.0 -0.1 0.0 0.06
H -6.1898 0.2384 -0.3234 0.0 0.0 0.0 0.10
H -4.5323 0.1923 -0.9487 0.0 0.0 0.0 0.06
S 4.0390 1.7051 1.1250 -0.2 0.0 0.1 0.39
P 4.0847 -0.3116 1.0862 0.0 0.0 0.0 0.55
C 2.4803 -1.0098 0.7730 -0.1 0.0 -0.1 -0.96
P 1.7253 -2.5471 1.3428 0.0 0.0 0.1 1.03
S 1.4762 -0.1026 -0.2797 0.0 0.0 0.0 0.68
C 3.0522 -3.7049 1.8586 0.0 0.0 0.0 -0.37
C 3.2689 -3.8591 3.2262 0.0 -0.1 0.0 -0.12
C 4.2350 -4.7336 3.7004 0.0 0.0 0.0 -0.07
C 4.9784 -5.4909 2.8071 0.0 0.0 0.0 -0.07
C 4.7456 -5.3758 1.4432 0.0 0.0 0.0 -0.08
C 3.7892 -4.4890 0.9719 0.0 0.0 0.0 -0.10
C 1.1743 -3.3070 -0.2278 0.0 0.0 0.0 -0.41
C 0.1517 -4.2476 -0.1424 0.0 0.0 0.0 -0.10
C -0.2535 -4.9540 -1.2670 0.0 0.0 0.0 -0.08
C 0.3433 -4.7030 -2.4934 0.0 0.0 0.0 -0.09
C 1.3483 -3.7477 -2.5922 0.0 0.0 0.0 -0.08
C 1.7675 -3.0580 -1.4647 0.1 0.0 0.0 -0.13
C 4.7426 -0.9037 2.6517 0.0 0.0 0.0 -0.35
C 3.8829 -0.8968 3.7488 0.1 0.1 0.0 -0.12
C 4.3630 -1.2220 5.0055 0.0 0.0 0.0 -0.07
C 5.6993 -1.5603 5.1724 0.0 0.0 0.0 -0.06
C 6.5597 -1.5553 4.0848 0.0 0.0 0.0 -0.06
C 6.0883 -1.2144 2.8252 0.0 0.0 0.0 -0.07
C 5.1241 -0.8638 -0.2825 0.0 0.0 0.0 -0.33
C 5.7158 -2.1265 -0.2815 0.0 0.0 0.0 -0.09
C 6.3905 -2.5743 -1.4063 0.0 0.0 0.0 -0.06
C 6.4668 -1.7729 -2.5372 0.0 0.0 0.0 -0.07
C 5.8700 -0.5198 -2.5439 0.0 0.0 0.0 -0.07
C 5.1982 -0.0624 -1.4207 0.0 0.0 0.0 -0.10
H 2.6743 -3.2873 3.9286 0.0 -0.1 0.0 0.09
H 4.3976 -4.8320 4.7656 0.0 0.0 0.0 0.11
H 5.7263 -6.1821 3.1726 0.0 0.0 0.0 0.11
H 5.3060 -5.9829 0.7437 0.0 0.0 0.0 0.11
H 3.6120 -4.4159 -0.0930 0.0 0.0 0.0 0.10
H -0.3198 -4.4405 0.8147 0.0 0.0 0.0 0.10
H -1.0396 -5.6931 -1.1854 0.0 0.0 0.0 0.11
H 0.0245 -5.2468 -3.3731 0.0 0.0 0.0 0.11
H 1.8174 -3.5508 -3.5478 0.0 0.0 0.0 0.11
H 2.5635 -2.3237 -1.5476 0.0 -0.1 0.0 0.08
H 2.8397 -0.6315 3.6191 0.0 0.0 0.0 0.07
H 3.6947 -1.2106 5.8566 0.0 0.0 0.0 0.11
H 6.0738 -1.8173 6.1545 0.0 0.0 0.0 0.11
H 7.6040 -1.8036 4.2174 0.0 0.0 0.0 0.11
H 6.7736 -1.1786 1.9889 0.0 0.0 0.0 0.11
H 5.6470 -2.7633 0.5899 0.0 0.0 0.0 0.09
H 6.8579 -3.5501 -1.3981 0.0 0.0 0.0 0.11
H 6.9952 -2.1244 -3.4135 0.0 0.0 0.0 0.11
H 5.9329 0.1066 -3.4235 0.0 0.0 0.0 0.11
H 4.7364 0.9167 -1.4194 0.0 0.0 0.0 0.08
```
Forces are in eV/Å.

Its multiplicity is 6. The calculated total energy is -6307.61357 hartree. Its expectation value of S² is 8.873. Its charge is +1. The calculation puts the energy above the lowest of the compared OMol25 structures with the same formula, charge and spin at 0.0 kJ/mol.

Entry 5:
# C11H20OS

A single C11H20OS molecule (ωB97M-V with the def2-TZVPD basis set, the OMol25 dataset).

XYZ file:
```
33
Properties=species:S:1:pos:R:3:forces:R:3:nbo_charge:R:1
C 1.3197 -1.0074 -0.1455 2.7 0.2 0.8 0.11
C 2.4617 -0.3188 0.2624 -0.4 1.4 -0.1 -0.11
C -0.7330 0.2775 0.0896 1.9 0.2 -0.1 0.67
C 1.4998 -2.4093 -0.4749 1.9 -1.3 1.3 -0.65
C 3.9110 -0.8934 0.1017 -1.8 -1.4 2.0 -0.66
C -2.7585 -1.1677 0.1198 1.2 2.2 -1.7 -0.58
C -1.9129 0.0511 2.3126 -1.3 -4.1 0.6 -0.60
C -0.3824 2.8074 0.3054 -0.6 -5.3 3.3 -0.61
C 0.6730 1.5979 -1.7137 0.6 -2.1 0.6 -0.64
C -2.0376 0.0358 0.7788 -2.7 2.2 -0.9 -0.33
C -0.4172 1.5999 -0.6714 -2.8 0.0 -0.1 -0.30
O 0.0112 -0.7998 0.1509 -1.5 2.3 0.2 -0.40
S 2.4221 1.2058 1.0438 -0.1 -0.6 0.1 -0.33
H 0.5932 -2.9362 -0.5382 -1.0 -0.8 -0.6 0.22
H 2.2061 -2.9688 0.2003 -1.1 0.4 0.3 0.20
H 2.1404 -2.4115 -1.2995 0.2 -0.6 -2.3 0.23
H 4.2161 -1.0273 1.1673 0.0 0.4 -0.6 0.24
H 4.5995 -0.1789 -0.3193 0.0 -0.1 -0.5 0.24
H 3.9325 -1.9512 -0.2308 0.3 0.9 -0.7 0.20
H -3.8196 -1.0236 0.1395 -0.5 -0.3 0.4 0.22
H -2.3778 -1.9580 0.6574 0.3 -2.6 0.6 0.21
H -2.4430 -1.1448 -0.9696 -0.4 -0.6 1.2 0.21
H -2.8493 -0.0663 2.9405 0.4 0.0 -1.4 0.22
H -1.5696 0.9423 2.6289 1.7 3.1 1.0 0.22
H -1.2586 -0.7734 2.7499 -0.5 1.0 -1.0 0.22
H -1.3353 3.0634 0.6643 -1.8 0.1 0.3 0.20
H -0.0808 3.6315 -0.1412 2.3 3.7 -2.0 0.21
H 0.1322 2.4428 1.2594 0.1 1.2 -1.6 0.25
H 0.5594 0.5646 -2.2103 0.8 1.6 0.3 0.20
H 1.6219 1.6983 -1.1037 -0.7 -0.1 -1.5 0.27
H 0.4991 2.3854 -2.4541 0.2 -0.1 0.3 0.22
H -2.7776 0.8767 0.4594 1.7 -0.7 0.8 0.22
H -1.3967 1.7327 -1.2840 1.0 -0.4 1.0 0.22
```
Forces are in eV/Å.

Its multiplicity is 1. The calculated total energy is -904.37448 hartree. Its charge is 0. The calculation puts the energy above the lowest of the compared OMol25 structures with the same formula, charge and spin at 385.5 kJ/mol.